65
Properties=species:S:1:pos:R:3 method="wB97M-V/def2-TZVPD" total_charge=-1 homo_lumo_gap_ev=6.0
N 1.171 -4.752 -0.881
H 0.926 -3.962 -1.460
H 2.168 -4.679 -1.024
H 0.681 -5.512 -1.330
H 0.819 -4.656 0.061
N 3.171 -1.921 -2.057
H 2.219 -2.161 -2.297
H 3.598 -2.750 -1.669
H 3.176 -1.127 -1.433
H 3.629 -1.579 -2.889
C 4.901 -5.008 -1.176
O 3.890 -4.147 -0.713
H 5.513 -5.493 -0.415
H 4.507 -5.749 -1.871
H 5.704 -4.505 -1.716
C -0.686 -2.888 -3.115
O 0.586 -2.572 -2.629
H -1.337 -2.141 -2.659
H -0.785 -2.889 -4.200
H -1.036 -3.861 -2.771
C -0.862 -6.749 2.287
C -0.219 -5.516 2.836
O 0.588 -4.880 1.875
H -0.221 -7.603 2.069
H -1.290 -6.642 1.290
H -1.634 -7.177 2.928
H 0.356 -5.723 3.739
H -1.091 -4.907 3.074
O 1.527 -2.325 2.090
H 0.978 -1.665 1.667
H 1.035 -3.140 2.001
C -1.603 -1.994 0.790
C -0.992 -0.647 0.507
C -1.024 0.313 1.690
O -2.390 0.530 2.187
C -3.385 1.014 1.228
N 0.404 -0.885 0.047
H -1.500 -2.597 -0.113
H -2.669 -2.007 1.020
H -0.992 -2.515 1.527
H -1.498 -0.158 -0.325
H -0.584 1.264 1.392
H -0.412 -0.111 2.486
H -3.034 1.832 0.599
H -4.284 1.427 1.684
H -3.691 0.196 0.576
H 0.697 -0.077 -0.484
H 0.404 -1.601 -0.665
C 1.953 -6.067 -3.612
C 0.596 -6.791 -3.718
C 0.664 -8.281 -4.088
O 1.174 -8.295 -5.459
C 0.825 -9.413 -6.210
N -0.031 -6.672 -2.432
H 2.618 -6.293 -4.446
H 2.573 -6.369 -2.767
H 1.846 -4.982 -3.620
H 0.011 -6.283 -4.484
H -0.336 -8.692 -3.946
H 1.315 -8.878 -3.450
H -0.192 -9.383 -6.602
H 0.958 -10.372 -5.709
H 1.423 -9.517 -7.115
H 0.217 -7.504 -1.915
H -1.014 -6.822 -2.610

65
Properties=species:S:1:pos:R:3 method="wB97M-V/def2-TZVPD" total_charge=0 homo_lumo_gap_ev=9.2 smiles=COC[C@H](C)N.CO.CO.CO.CO.CO.CO.CO.CO
C -3.149 0.419 3.242
O -3.358 0.799 1.911
C -2.478 0.504 0.932
C -3.159 0.579 -0.504
C -3.990 -0.638 -0.845
N -2.174 0.695 -1.556
H -4.102 0.278 3.695
H -2.458 1.068 3.766
H -2.710 -0.582 3.269
H -1.599 1.186 1.030
H -2.136 -0.572 0.965
H -3.761 1.515 -0.495
H -4.667 -0.829 -0.022
H -3.317 -1.513 -0.909
H -4.486 -0.523 -1.803
H -1.687 -0.226 -1.578
H -1.499 1.375 -1.264
C -0.036 2.694 -4.169
O 1.091 2.942 -3.374
H -0.717 1.944 -3.704
H -0.488 3.670 -4.227
H 0.273 2.325 -5.142
H 1.718 2.198 -3.528
C 1.669 0.677 1.248
O 1.150 0.746 -0.041
H 0.817 0.725 1.946
H 2.272 -0.232 1.275
H 2.286 1.568 1.519
H 0.911 1.676 -0.241
C 3.575 0.809 -2.475
O 2.931 1.016 -3.825
H 3.899 1.804 -2.211
H 2.794 0.408 -1.822
H 4.260 0.008 -2.632
H 3.577 1.557 -4.319
C 1.219 0.143 4.932
O 1.834 -1.114 4.556
H 1.932 0.603 5.541
H 0.898 0.616 4.025
H 0.421 -0.096 5.611
H 1.148 -1.644 4.171
C 0.423 -1.663 -2.739
O 0.022 -1.473 -1.393
H -0.494 -1.790 -3.353
H 1.010 -0.843 -3.193
H 1.040 -2.548 -2.768
H 0.561 -0.770 -0.993
C 2.125 -3.431 0.266
O 3.089 -4.472 0.231
H 2.617 -2.572 -0.237
H 1.273 -3.633 -0.317
H 1.815 -3.126 1.283
H 2.684 -5.295 0.485
C -0.295 4.348 -0.667
O 0.371 3.130 -0.929
H -1.396 4.255 -0.639
H 0.019 4.690 0.324
H 0.078 5.029 -1.474
H 0.668 3.070 -1.890
C -0.841 -3.883 2.569
O -0.333 -2.604 2.915
H -0.142 -4.461 1.981
H -1.049 -4.443 3.516
H -1.827 -3.764 2.052
H -0.124 -2.329 2.019

97
Properties=species:S:1:pos:R:3 method="wB97M-V/def2-TZVPD" total_charge=-3 homo_lumo_gap_ev=5.0
N 0.298 2.886 -3.693
S 0.742 4.333 -4.158
O 2.131 4.651 -4.298
O -0.184 5.383 -3.837
F 0.370 4.085 -5.734
S 0.462 3.119 -2.072
O -0.713 3.641 -1.460
O 1.774 3.548 -1.678
F 0.448 1.636 -1.553
O -1.985 -0.919 0.998
C -0.799 -0.553 0.384
C -0.464 -1.096 -1.017
O -1.071 -0.673 -2.163
H 0.082 -0.772 1.042
H -0.659 0.553 0.296
H -0.511 -2.212 -0.930
H 0.644 -0.958 -1.136
C -2.413 1.895 1.101
O -1.800 2.065 2.156
N -3.524 2.602 0.758
N -2.043 0.979 0.159
H -3.951 3.355 1.259
H -3.976 2.328 -0.098
H -1.609 0.101 0.428
H -1.821 1.248 -0.787
C 2.652 -0.238 -4.294
O 3.170 -1.246 -3.832
N 3.305 0.574 -5.195
N 1.418 0.208 -3.974
H 2.944 1.502 -5.334
H 4.092 0.264 -5.724
H 1.282 1.200 -4.128
H 0.879 -0.146 -3.181
C -5.514 0.977 1.723
O -5.641 0.836 0.524
N -4.405 0.603 2.429
N -6.488 1.580 2.499
H -3.618 0.111 1.997
H -4.403 0.851 3.401
H -7.400 1.612 2.084
H -6.422 1.743 3.484
C -0.393 -3.440 -4.958
O -0.456 -4.366 -5.762
N -0.648 -2.101 -5.189
N -0.060 -3.544 -3.646
H -1.064 -1.878 -6.071
H -0.840 -1.705 -4.266
H 0.021 -4.455 -3.222
H 0.356 -2.810 -3.094
C -0.154 0.681 4.776
O 0.843 0.039 5.079
N -0.927 0.427 3.684
N -0.517 1.782 5.474
H -0.572 -0.354 3.147
H -1.361 1.177 3.170
H -1.330 2.360 5.386
H 0.202 2.162 6.063
C -1.255 -5.550 -0.522
O -0.174 -5.593 -1.094
N -1.865 -6.642 0.043
N -1.978 -4.410 -0.506
H -2.785 -6.696 0.431
H -1.393 -7.499 -0.182
H -1.576 -3.552 -0.863
H -2.910 -4.382 -0.138
C 4.360 -0.389 2.614
O 4.957 -1.076 3.434
N 4.926 0.049 1.439
N 3.015 -0.148 2.648
H 4.582 0.798 0.867
H 5.774 -0.441 1.223
H 2.468 -0.305 3.483
H 2.508 0.120 1.827
C 4.984 1.427 -1.843
O 5.488 0.320 -1.871
N 5.523 2.544 -2.416
N 3.744 1.622 -1.290
H 5.104 3.440 -2.248
H 6.385 2.440 -2.910
H 3.288 2.533 -1.324
H 3.143 0.834 -1.118
C -1.800 -3.171 3.777
O -1.466 -3.431 4.931
N -2.980 -2.560 3.435
N -1.065 -3.358 2.653
H -3.487 -2.254 4.246
H -2.927 -2.066 2.547
H -0.291 -3.981 2.542
H -1.394 -2.768 1.890
C 1.858 2.613 2.177
O 2.829 3.361 2.159
N 1.516 1.659 1.264
N 0.775 2.770 2.989
H 2.199 1.396 0.583
H 0.579 1.332 1.414
H 0.017 2.123 2.843
H 0.948 3.261 3.846

69
Properties=species:S:1:pos:R:3 method="wB97M-V/def2-TZVPD" total_charge=0 homo_lumo_gap_ev=8.6 smiles=FC(F)(F)CC[PH4].CO.CO.CO.CO.CO.CO.CO.CO.CO
F 2.260 0.750 1.215
C 2.220 2.194 0.773
F 3.408 2.830 1.455
F 2.378 2.338 -0.692
C 0.893 2.915 1.407
C -0.338 3.170 0.357
P -1.721 1.855 0.747
H 0.498 2.243 2.289
H 1.240 3.941 1.874
H -0.035 3.186 -0.775
H -0.833 4.210 0.672
H -2.656 2.609 -0.100
H -1.678 2.270 2.155
H -0.916 0.765 0.232
H -2.762 0.922 1.140
C -5.922 -0.744 0.800
O -4.804 -0.088 1.371
H -6.149 -0.284 -0.165
H -5.688 -1.801 0.651
H -6.784 -0.641 1.463
H -4.627 -0.518 2.225
C 1.199 0.510 -3.315
O 0.348 1.627 -3.493
H 0.596 -0.401 -3.320
H 1.923 0.469 -4.132
H 1.719 0.595 -2.358
H 0.911 2.420 -3.484
C 1.920 -2.458 -0.941
O 1.745 -2.630 -2.335
H 1.031 -1.977 -0.527
H 2.059 -3.433 -0.467
H 2.792 -1.825 -0.758
H 2.549 -3.058 -2.674
C -9.698 -0.969 1.292
O -9.147 -1.213 0.012
H -9.038 -0.292 1.840
H -10.682 -0.506 1.184
H -9.785 -1.911 1.839
H -9.753 -1.816 -0.451
C 6.853 1.630 1.539
O 5.934 0.929 2.357
H 7.865 1.294 1.775
H 6.638 1.424 0.488
H 6.772 2.702 1.736
H 5.045 1.248 2.126
C 5.458 -2.794 -4.867
O 4.603 -3.172 -3.804
H 5.234 -1.764 -5.154
H 6.498 -2.862 -4.541
H 5.289 -3.452 -5.723
H 4.824 -4.090 -3.571
C -3.336 -0.853 5.054
O -4.331 -0.806 4.047
H -2.352 -0.798 4.583
H -3.462 -0.005 5.731
H -3.421 -1.791 5.608
H -5.193 -0.857 4.495
C -6.778 0.333 -3.511
O -7.622 -0.766 -3.803
H -6.548 0.861 -4.439
H -7.288 1.012 -2.824
H -5.850 -0.029 -3.061
H -7.808 -1.215 -2.962
C 11.053 -0.147 1.822
O 10.134 -0.848 2.639
H 12.065 -0.483 2.057
H 10.838 -0.352 0.771
H 10.972 0.925 2.018
H 9.245 -0.529 2.408

66
Properties=species:S:1:pos:R:3 method="wB97M-V/def2-TZVPD" total_charge=+1 spin_multiplicity=2 homo_lumo_gap_ev="9.3 / 2.3" s2=0.756
C -1.695 0.508 -3.703
C -2.162 0.673 -2.232
O -3.227 1.500 -2.243
H -2.479 0.077 -4.324
H -0.846 -0.176 -3.694
H -1.605 1.489 -4.168
H -1.473 1.186 -1.562
H -2.354 -0.281 -1.740
H -3.874 1.179 -1.610
C 0.432 2.492 2.600
C 0.008 3.891 2.930
O -1.270 3.822 3.515
H -0.285 1.944 1.989
H 0.593 1.938 3.525
H 1.396 2.549 2.095
H -0.028 4.477 2.012
H 0.782 4.392 3.512
H -1.167 3.368 4.354
C -3.419 -4.293 -0.326
C -3.244 -2.764 -0.329
O -3.252 -2.459 1.080
H -4.385 -4.641 0.040
H -2.630 -4.782 0.246
H -3.350 -4.715 -1.328
H -4.072 -2.212 -0.772
H -2.287 -2.492 -0.775
H -2.739 -1.660 1.223
C 1.588 3.079 -1.008
C 0.327 3.764 -1.505
O 0.546 5.020 -2.116
H 1.342 2.100 -0.598
H 2.118 3.665 -0.257
H 2.263 2.826 -1.826
H -0.354 3.861 -0.660
H -0.243 3.152 -2.204
H -0.334 5.348 -2.315
C 0.682 -2.261 -2.511
C 0.682 -3.472 -1.509
O -0.451 -4.315 -1.783
H 0.956 -2.644 -3.494
H 1.297 -1.394 -2.267
H -0.373 -1.993 -2.576
H 0.560 -3.024 -0.524
H 1.565 -4.097 -1.378
H -0.302 -4.767 -2.616
C 5.341 0.134 0.352
C 3.891 -0.202 0.643
O 3.148 0.007 -0.567
H 5.296 1.135 -0.077
H 5.917 -0.562 -0.258
H 5.895 0.343 1.267
H 3.585 0.488 1.430
H 3.716 -1.217 1.000
H 2.219 -0.183 -0.418
O 0.635 -0.396 0.330
H -0.307 -0.229 0.374
H 0.797 -1.036 1.024
O -0.745 -0.558 3.889
H -0.407 -0.366 4.764
H -0.127 -1.192 3.526
O -1.848 0.093 1.535
H -1.493 -0.077 2.408
H -2.519 0.762 1.676
O 1.040 -1.979 2.496
H 1.428 -2.029 3.370
H 1.304 -2.794 2.070

72
Properties=species:S:1:pos:R:3 method="wB97M-V/def2-TZVPD" total_charge=+1 spin_multiplicity=5 homo_lumo_gap_ev="5.2 / 5.1" s2=6.009
Fe -0.432 -4.719 -0.479
C -0.071 -0.301 -0.893
C -0.170 -1.444 0.062
O -0.573 -2.624 -0.595
H -1.057 -0.081 -1.303
H 0.641 -0.479 -1.698
H 0.305 0.613 -0.432
H -0.874 -1.168 0.847
H 0.741 -1.613 0.636
C 0.480 -1.307 3.889
C 1.331 -2.443 4.301
O 1.920 -3.049 3.210
H 1.028 -0.466 3.463
H 0.037 -0.954 4.819
H -0.212 -1.614 3.104
H 0.725 -3.084 4.942
H 2.255 -2.244 4.843
H 2.563 -2.444 2.834
C -1.947 3.183 -0.085
C -3.256 3.146 -0.835
O -3.632 4.462 -1.146
H -2.045 3.743 0.845
H -1.098 3.605 -0.621
H -1.751 2.128 0.106
H -4.066 2.728 -0.237
H -3.126 2.441 -1.656
H -3.167 4.742 -1.937
C 1.349 2.833 -4.418
C 0.428 2.667 -3.222
O -0.950 2.710 -3.531
H 1.019 3.668 -5.037
H 1.282 1.984 -5.098
H 2.402 3.008 -4.197
H 0.702 3.525 -2.608
H 0.739 1.768 -2.689
H -1.148 1.878 -3.965
C -1.393 1.654 3.347
C -0.586 2.802 3.924
O -1.236 3.492 4.961
H -2.401 1.988 3.098
H -1.491 0.962 4.185
H -0.921 1.149 2.504
H -0.285 3.496 3.139
H 0.340 2.402 4.337
H -0.671 4.255 5.102
C 3.692 1.197 -0.841
C 4.020 -0.259 -0.621
O 4.342 -0.903 -1.826
H 3.097 1.409 -1.729
H 4.637 1.649 -1.144
H 3.349 1.648 0.091
H 3.087 -0.676 -0.243
H 4.709 -0.433 0.205
H 3.498 -1.249 -2.125
O -1.995 -4.701 1.011
H -2.889 -4.991 0.829
H -2.048 -4.285 1.872
O -1.179 -2.285 -3.515
H -1.433 -3.182 -3.731
H -0.906 -2.327 -2.598
O 0.917 -4.714 1.180
H 1.767 -5.145 1.102
H 0.989 -4.182 1.973
O 2.063 -2.084 -2.544
H 2.247 -3.023 -2.576
H 1.217 -2.019 -2.102
O -3.427 -1.964 1.742
H -3.563 -2.571 2.470
H -2.485 -1.998 1.575
O -1.533 0.239 -4.936
H -1.420 -0.407 -4.238
H -2.476 0.257 -5.096